Formula: C34H82N2O17P4
Source: the OMol25 dataset
Level of theory: wB97M-V/def2-TZVPD

Results
**Energy relative to the best compared isomer or geometry (same formula, charge and spin)**: 0.0 kJ/mol
**DFT total energy**: -111541.1327 eV
**Charge**: 0
**Structure (SMILES)**: [H]/N=C(/C)CCOCCNCC(C)C.CCOP(=O)(OCC)OCC.CCOP(=O)(OCC)OCC.CCOP(=O)(OCC)OCC.CCOP(=O)(OCC)OCC
**Strongest force on any atom**: 4.58 eV/Å
**M**: 914.92 g/mol

XYZ file:
```
139
Properties=species:S:1:pos:R:3:forces:R:3:mulliken_charge:R:1
C 6.08091 -0.89619 2.51201 -0.198 0.027 -0.046 -1.4024
C 5.21953 -1.78253 1.65127 -0.313 -0.401 0.250 0.8530
N 4.34750 -2.53488 2.20602 0.536 0.435 -0.317 -0.7750
C 5.44270 -1.68865 0.15230 -0.602 0.264 0.406 -0.5198
C 5.00264 -0.32118 -0.36895 0.427 -0.272 -0.432 -0.8344
O 3.64563 -0.17497 -0.03594 0.045 0.125 0.205 -0.0580
C 3.18722 1.15295 0.11603 0.066 0.207 0.046 -0.7389
C 2.00773 1.14671 1.06787 0.080 0.156 -0.182 -0.6122
N 0.95707 0.23551 0.65635 -0.283 0.093 0.029 -0.1873
C 0.61311 -0.77142 1.65040 0.007 0.159 0.071 -0.4453
C -0.18833 -1.93216 1.08043 -0.100 -0.261 -0.094 0.7791
C 0.57192 -2.72637 -0.00433 0.161 0.103 0.360 -1.2324
C -1.57750 -1.51912 0.59985 -0.186 -0.501 -0.085 -1.7870
H 7.13566 -1.00593 2.25323 0.012 -0.017 0.052 0.3308
H 5.91472 -1.12150 3.56154 0.064 -0.089 0.014 0.4066
H 5.81705 0.15347 2.35611 0.013 -0.010 -0.067 0.2849
H 3.83097 -3.05465 1.49432 0.007 0.019 0.015 0.2193
H 4.78284 -2.41182 -0.33256 0.285 -0.214 -0.073 0.2811
H 6.49194 -1.87238 -0.08448 -0.029 -0.040 -0.146 0.3824
H 5.62128 0.48448 0.04220 -0.119 0.027 0.159 0.3972
H 5.14993 -0.30666 -1.45675 -0.070 0.111 -0.016 0.3181
H 3.96887 1.79059 0.54792 0.073 -0.061 -0.018 0.4728
H 2.92954 1.59243 -0.85639 -0.108 -0.116 -0.040 0.2355
H 1.64361 2.18001 1.13798 -0.049 -0.012 0.033 0.2759
H 2.38653 0.87940 2.06039 -0.060 -0.109 0.010 0.3245
H 1.16697 -0.18444 -0.23655 0.141 -0.068 0.062 0.2486
H -0.00768 -0.28463 2.41178 0.046 -0.046 0.081 -0.0697
H 1.51134 -1.14341 2.16811 0.018 -0.102 -0.095 0.3605
H -0.34617 -2.63147 1.90682 -0.012 0.130 0.129 0.3377
H -0.10722 -3.07868 -0.77892 0.060 0.020 -0.094 0.3461
H 1.37579 -2.13666 -0.44934 -0.100 -0.005 -0.200 0.2055
H 1.05552 -3.59911 0.43791 -0.003 -0.035 -0.030 0.2779
H -2.13206 -0.97655 1.36754 0.122 0.253 -0.059 0.3959
H -1.55521 -0.95828 -0.33537 0.058 0.228 0.120 0.3841
H -2.16022 -2.42371 0.40473 -0.032 0.029 -0.097 0.5112
O -4.71345 -3.42450 -0.74369 -0.906 0.505 2.047 -0.5449
P -6.04800 -3.60079 -1.33201 0.740 -0.498 -4.489 0.9042
O -6.33437 -5.11860 -1.71166 -0.229 0.048 0.471 -0.3615
C -6.34757 -6.12388 -0.68834 0.023 -0.208 0.184 -0.2951
C -7.66507 -6.16416 0.06026 -0.044 0.158 -0.026 -0.9583
O -5.93823 -2.97544 -2.82484 -0.296 0.072 0.363 -0.3592
C -4.84990 -2.13276 -3.20454 0.219 0.076 -0.177 0.3913
C -3.83498 -2.89887 -4.02496 -0.048 -0.148 -0.030 -1.3906
O -7.53317 -3.12441 -1.05075 0.502 -0.008 1.701 -0.2949
C -7.84368 -1.78753 -0.59694 -0.260 0.118 0.000 0.2209
C -8.26242 -0.90570 -1.75276 0.160 0.012 -0.108 -0.9835
H -5.51139 -5.96160 -0.00322 0.018 0.044 -0.045 0.2599
H -6.17488 -7.06964 -1.19969 0.008 0.051 -0.086 0.3157
H -7.81453 -5.25796 0.64867 0.015 -0.019 0.016 0.2426
H -7.68603 -7.01809 0.73817 0.020 -0.017 -0.019 0.4035
H -8.49779 -6.24258 -0.63856 0.010 -0.063 -0.003 0.2460
H -4.37964 -1.68514 -2.32891 -0.018 -0.097 0.062 -0.1108
H -5.27927 -1.32181 -3.79790 -0.059 -0.038 0.011 0.2925
H -3.46378 -3.75854 -3.46626 0.039 0.060 0.066 0.3087
H -2.99123 -2.25898 -4.28825 -0.013 0.013 0.007 0.3862
H -4.29130 -3.27156 -4.94307 0.006 0.025 -0.008 0.3326
H -6.99588 -1.36846 -0.06676 0.053 -0.064 0.047 -0.1475
H -8.65715 -1.89493 0.11951 -0.019 -0.107 -0.036 0.3620
H -7.40246 -0.58350 -2.34042 0.010 -0.037 -0.016 0.0400
H -8.76333 -0.01324 -1.37632 -0.003 -0.007 0.013 0.4160
H -8.93516 -1.44635 -2.41780 -0.073 0.014 0.063 0.3714
O -6.84976 3.17789 -0.87547 -0.408 1.279 -0.089 -0.7322
P -5.47882 3.44062 -1.31977 1.535 -2.683 0.494 0.8362
O -5.13968 2.95683 -2.78469 -0.160 0.522 -0.237 -0.3041
C -5.91793 3.42923 -3.89894 -0.153 0.073 -0.234 -0.3335
C -5.48175 4.80431 -4.36062 0.074 0.060 0.152 -1.0125
O -4.46691 2.47566 -0.52631 -0.066 0.432 0.028 -0.1342
C -4.90311 1.72078 0.60458 -0.005 -0.286 0.230 -0.6772
C -5.16003 0.28641 0.20089 0.168 0.055 -0.158 -0.3517
O -4.70440 4.80770 -1.20896 -0.909 0.653 -0.083 -0.2914
C -4.79173 5.57481 0.01655 0.086 0.149 0.129 -0.4233
C -3.57385 5.33566 0.88304 -0.004 -0.179 0.050 -0.8576
H -6.97776 3.41987 -3.63385 0.022 -0.024 0.070 0.3210
H -5.76974 2.69866 -4.69242 0.066 -0.062 0.070 0.2899
H -5.70208 5.56269 -3.60899 -0.026 -0.006 -0.011 0.2533
H -6.00277 5.07293 -5.27996 -0.002 -0.033 -0.013 0.4054
H -4.40698 4.82256 -4.54117 -0.011 -0.029 -0.063 0.2573
H -5.79515 2.16376 1.04880 -0.038 0.049 -0.122 0.4078
H -4.10330 1.77175 1.34653 0.060 0.033 -0.077 0.3614
H -5.89345 0.26225 -0.60439 -0.062 0.071 0.019 -0.0830
H -5.52951 -0.29825 1.04469 0.052 0.032 0.036 0.4556
H -4.24672 -0.17926 -0.17232 0.003 -0.026 0.070 0.0344
H -5.71474 5.33292 0.54753 -0.020 -0.048 -0.070 0.3302
H -4.84980 6.61929 -0.28441 0.005 -0.026 -0.111 0.3555
H -3.62973 4.37457 1.39281 0.007 -0.030 -0.032 0.1380
H -3.49871 6.11525 1.64155 0.001 0.023 -0.013 0.4096
H -2.66976 5.33654 0.27532 0.002 0.102 -0.006 0.2898
O -1.54834 3.87078 6.81940 -0.707 -0.820 0.780 -0.7285
P -0.28191 3.15157 6.96964 1.920 1.247 -2.095 0.9535
O 0.79865 3.86045 7.87776 -0.200 -0.287 0.469 -0.3255
C 0.48060 4.20576 9.23750 -0.050 0.090 0.288 -0.3192
C 0.61381 3.02351 10.17529 -0.023 -0.132 -0.120 -0.9661
O 0.52730 3.19394 5.58073 -0.146 -0.221 0.173 -0.2925
C -0.08432 3.63859 4.36870 -0.034 0.102 -0.305 0.1833
C 0.33815 5.05370 4.04035 0.114 0.055 0.126 -1.3418
O -0.11177 1.62801 7.33639 -0.981 -0.032 0.641 -0.2796
C -0.97638 0.66198 6.68962 -0.016 -0.222 -0.073 -0.5068
C -0.26471 0.02280 5.51815 0.006 0.109 -0.177 -0.5967
H -0.52440 4.63176 9.28041 -0.003 -0.013 -0.076 0.3126
H 1.18333 4.98967 9.51458 0.043 -0.004 -0.107 0.2889
H -0.14018 2.26463 9.96516 -0.014 0.020 0.013 0.2506
H 0.49163 3.34979 11.20848 0.015 0.033 -0.006 0.3997
H 1.59169 2.55545 10.06215 0.026 0.049 0.043 0.2590
H -1.17046 3.56228 4.43188 0.002 0.038 0.134 0.3903
H 0.25020 2.95522 3.58425 0.033 -0.030 0.055 -0.0269
H 0.08149 5.72879 4.85727 -0.093 -0.014 -0.018 0.3486
H -0.15341 5.39987 3.12994 -0.006 -0.022 -0.009 0.3439
H 1.41812 5.10367 3.89544 -0.008 -0.009 -0.027 0.3063
H -1.90721 1.13946 6.37588 0.028 0.076 0.056 0.3555
H -1.22777 -0.07948 7.44590 0.087 0.052 0.086 0.3559
H -0.23716 0.69569 4.66183 0.040 0.018 0.006 -0.0913
H -0.78571 -0.88513 5.21174 0.007 -0.018 0.030 0.4568
H 0.76420 -0.22340 5.77767 -0.037 -0.087 0.062 0.2903
O 6.46753 -0.78408 -4.75319 -0.752 -0.632 -0.907 -0.7192
P 7.58774 -1.72527 -4.81246 2.248 1.346 1.634 1.0367
O 7.73343 -2.67796 -3.56105 -0.322 -0.422 -0.249 -0.3031
C 6.63590 -3.52303 -3.17355 -0.249 -0.199 0.148 -0.1332
C 6.56846 -4.79549 -3.99224 0.099 0.076 -0.177 -1.2230
O 8.97005 -0.92217 -4.64423 -0.141 -0.167 -0.290 -0.2916
C 9.01556 0.50431 -4.71204 0.096 0.315 0.054 -0.2591
C 9.11038 1.10435 -3.32634 0.013 -0.130 0.118 -1.0240
O 7.95650 -2.66748 -6.01993 -1.034 -0.104 -0.356 -0.3145
C 7.91335 -2.14078 -7.36805 0.055 -0.017 -0.215 -0.3302
C 9.30074 -1.75591 -7.83499 0.050 0.137 0.116 -0.9560
H 5.70170 -2.95974 -3.24090 0.036 0.051 -0.024 0.2871
H 6.80240 -3.76149 -2.12408 0.093 0.075 0.002 0.2519
H 6.31710 -4.58439 -5.03192 -0.029 0.002 0.013 0.2857
H 5.80801 -5.46244 -3.58549 0.007 0.012 0.037 0.4189
H 7.53225 -5.30458 -3.98450 -0.019 -0.032 0.068 0.2805
H 8.14856 0.89544 -5.24519 -0.079 -0.102 0.055 0.3581
H 9.90458 0.75855 -5.29341 0.009 -0.075 0.005 0.3528
H 8.26597 0.78512 -2.71420 -0.061 0.052 -0.059 0.0994
H 9.11504 2.19387 -3.37808 0.001 -0.004 -0.020 0.3808
H 10.02386 0.77391 -2.83052 0.010 0.020 -0.015 0.3050
H 7.22441 -1.29521 -7.42053 -0.023 -0.021 0.084 0.3197
H 7.50591 -2.93566 -7.99011 -0.011 -0.071 0.089 0.3586
H 9.62083 -0.81153 -7.39641 0.007 -0.012 0.040 0.1723
H 9.30976 -1.64419 -8.91949 -0.007 -0.028 -0.005 0.3881
H 10.02331 -2.51803 -7.54580 -0.029 -0.060 -0.083 0.2799
```
Positions in Å, forces in eV/Å.